# 1
{"formula": "C6H10", "method": "the ωB97M-V functional and the def2-TZVPD basis", "smiles": "C[C@H]1C[C@H]2C[C@H]21", "total_charge": 0, "e_homo_ev": -9.546, "orbital_gap_ev": 10.79, "total_energy_ev": -6382.545, "elements": ["C", "C", "C", "C", "C", "C", "H", "H", "H", "H", "H", "H", "H", "H", "H", "H"], "coordinates": [[0.239, -0.767, 0.381], [-0.703, 0.246, 1.102], [-1.418, 0.499, -0.224], [1.739, -0.511, 0.494], [-0.459, 0.983, -1.268], [-0.496, -0.473, -0.936], [-0.765, -1.224, -1.676], [-2.491, 0.620, -0.341], [0.408, 1.586, -1.001], [-1.338, -0.214, 1.864], [2.138, -0.941, 1.421], [-0.911, 1.253, -2.220], [1.957, 0.563, 0.522], [0.009, -1.794, 0.684], [2.294, -0.944, -0.345], [-0.205, 1.119, 1.542]], "mulliken_charge": [0.23, -0.86, -0.12, -1.37, -0.63, -0.33, 0.37, 0.37, 0.16, 0.27, 0.38, 0.25, 0.29, 0.39, 0.30, 0.28]}

***

# 2
{"formula": "C5H11P", "method": "the ωB97M-V functional and the def2-TZVPD basis", "smiles": "C=CC[C@H](C)P", "total_charge": 0, "e_homo_ev": -9.236, "orbital_gap_ev": 10.30, "total_energy_ev": -14649.511, "elements": ["P", "C", "C", "C", "C", "C", "H", "H", "H", "H", "H", "H", "H", "H", "H", "H", "H"], "coordinates": [[2.213, 0.858, 0.382], [-0.476, 0.355, -0.648], [-1.276, 1.149, 0.346], [-2.589, 1.161, 0.258], [0.643, -1.618, 0.476], [0.888, -0.332, -0.356], [-1.013, -0.304, -1.297], [1.483, -2.119, 0.941], [-3.156, 0.580, -0.527], [0.115, -2.311, -0.119], [-0.735, 1.304, 1.251], [2.333, 1.902, -0.478], [0.063, -1.408, 1.415], [1.255, -0.598, -1.476], [-3.174, 1.781, 1.056], [-0.136, 1.209, -1.352], [3.053, 0.020, -0.319]], "mulliken_charge": [-0.06, -0.75, -0.20, -0.65, -1.25, 0.07, 0.43, 0.38, 0.23, 0.37, 0.34, 0.02, 0.30, 0.27, 0.22, 0.25, 0.04]}

***

# 3
{"formula": "C36H63N4O8", "method": "the ωB97M-V functional and the def2-TZVPD basis", "multiplicity": 4, "total_charge": 0, "e_homo_ev": [-8.808, -9.463], "orbital_gap_ev": [7.78, 8.43], "total_energy_ev": -60684.554, "elements": ["O", "O", "O", "O", "O", "O", "O", "O", "N", "N", "N", "N", "C", "C", "C", "C", "C", "C", "C", "C", "C", "C", "C", "C", "C", "C", "C", "C", "C", "C", "C", "C", "C", "C", "C", "C", "C", "C", "C", "C", "C", "C", "C", "C", "C", "C", "C", "C", "H", "H", "H", "H", "H", "H", "H", "H", "H", "H", "H", "H", "H", "H", "H", "H", "H", "H", "H", "H", "H", "H", "H", "H", "H", "H", "H", "H", "H", "H", "H", "H", "H", "H", "H", "H", "H", "H", "H", "H", "H", "H", "H", "H", "H", "H", "H", "H", "H", "H", "H", "H", "H", "H", "H", "H", "H", "H", "H", "H", "H", "H", "H"], "coordinates": [[-4.157, -2.620, 1.358], [-4.671, -0.518, -0.879], [4.514, -1.886, -5.107], [-10.024, 0.482, 3.366], [-5.406, -1.358, 4.024], [-9.011, -2.028, 0.777], [-3.703, 1.903, 3.370], [2.604, 0.734, 0.325], [-2.912, 1.889, 4.481], [3.166, -0.388, -0.182], [4.659, -0.635, -5.598], [-8.176, -1.017, 3.746], [-1.579, 1.327, 4.088], [4.509, -1.256, -8.042], [2.421, -1.120, -6.665], [-7.810, 1.479, 3.027], [3.590, 0.940, -7.201], [4.877, -2.108, 0.372], [-6.984, -0.905, -0.072], [-0.648, 3.714, 3.955], [1.129, -1.866, 0.038], [-8.796, 0.293, 3.405], [1.838, -2.688, 1.108], [-1.713, 0.040, 3.244], [5.974, -0.878, -8.231], [-5.580, -1.033, 0.081], [-2.919, 3.268, 5.051], [6.758, -1.073, -6.937], [-7.928, -1.510, 1.079], [-2.045, 4.250, 4.247], [-5.106, -1.828, 1.394], [-7.367, -1.352, 2.564], [2.101, -1.137, -0.911], [4.703, -0.147, 1.811], [-9.213, -2.043, 4.050], [2.741, -2.154, -1.884], [-4.349, 3.858, 5.148], [6.366, 1.164, -5.825], [-0.811, 0.861, 5.350], [3.847, -0.543, -6.846], [3.846, -1.101, 0.941], [6.124, -0.364, -5.723], [2.854, -1.838, 1.865], [-5.978, -1.508, 2.722], [-0.719, 2.338, 3.300], [1.270, -0.222, -1.847], [6.909, -0.778, -4.453], [-2.446, 3.234, 6.523], [1.097, -3.081, 1.812], [2.322, -3.561, 0.664], [3.960, -1.033, -8.963], [-0.101, 0.063, 5.113], [-1.379, 3.057, 6.637], [1.919, 0.334, -2.530], [-0.731, -0.400, 3.050], [6.834, -2.149, -6.740], [-9.943, -1.584, 4.806], [1.993, -2.566, -2.566], [4.450, -3.089, 0.162], [0.655, 0.494, -1.298], [-4.338, 4.814, 5.678], [0.583, -0.815, -2.457], [-1.123, 2.459, 2.287], [0.296, 1.945, 3.175], [-9.751, -2.465, 3.147], [6.327, 1.538, -6.848], [7.958, -0.480, -4.534], [-7.403, -0.360, -0.971], [2.420, -2.202, -6.518], [-0.053, 3.673, 4.870], [-2.984, 2.468, 7.090], [-7.074, 1.676, 3.881], [-5.064, -2.240, 4.286], [6.410, -1.502, -9.017], [1.914, -0.657, -5.812], [-8.736, -2.927, 4.607], [-7.179, 1.293, 2.100], [5.646, 1.721, -5.221], [-2.531, 4.485, 3.291], [3.216, 1.492, -6.334], [-0.213, 1.649, 5.805], [6.495, -0.299, -3.561], [6.063, 0.153, -8.582], [5.687, -2.295, 1.083], [3.511, -1.678, -2.498], [-2.635, 4.193, 7.014], [-2.160, 0.227, 2.265], [4.466, 1.459, -7.584], [-2.317, -0.714, 3.757], [7.785, -0.720, -7.081], [0.466, -2.522, -0.534], [2.836, 1.027, -7.989], [6.912, -1.859, -4.294], [2.306, -1.109, 2.476], [5.264, -0.710, 2.562], [5.424, 0.401, 1.199], [-0.127, 4.406, 3.287], [-4.531, 0.441, -0.746], [4.099, 0.577, 2.363], [4.447, -2.343, -7.908], [-5.016, 3.185, 5.696], [-8.460, 2.390, 2.791], [-1.957, 5.201, 4.783], [5.344, -1.727, -0.539], [-4.790, 4.056, 4.168], [3.401, -2.472, 2.571], [1.810, -0.930, -7.552], [7.359, 1.436, -5.457], [0.479, -1.137, 0.537], [-1.492, 0.458, 6.104], [3.184, -3.016, -1.389]], "mulliken_charge": [-0.58, -0.51, -0.55, -0.58, -0.47, -0.53, -0.55, -0.55, 0.39, 0.43, 0.55, 0.20, 2.01, -1.26, -1.79, -0.72, -1.68, -1.77, -0.55, -0.61, -1.20, 0.76, -0.51, -1.65, -0.50, 0.28, 1.70, -1.27, 0.37, -1.24, 0.56, -0.17, 2.01, -1.78, -0.81, -1.83, -1.85, -1.83, -1.94, 1.59, 1.84, 1.78, -1.16, 0.12, -1.13, -1.87, -1.93, -1.75, 0.44, 0.36, 0.38, 0.48, 0.32, 0.42, 0.25, 0.39, 0.33, 0.51, 0.30, 0.31, 0.44, 0.44, 0.38, 0.23, 0.32, 0.32, 0.51, 0.35, 0.35, 0.30, 0.38, 0.19, 0.33, 0.39, 0.40, 0.25, 0.17, 0.35, 0.37, 0.35, 0.36, 0.46, 0.30, 0.51, 0.32, 0.46, 0.29, 0.30, 0.43, 0.33, 0.42, 0.45, 0.35, 0.16, 0.44, 0.45, 0.40, 0.36, 0.31, 0.37, 0.43, 0.33, 0.38, 0.24, 0.34, 0.35, 0.44, 0.48, 0.14, 0.36, 0.23]}

***

# 4
{"formula": "C37H37FN6O11P2S2SeTi", "method": "the ωB97M-V functional and the def2-TZVPD basis", "total_charge": 0, "e_homo_ev": -7.714, "orbital_gap_ev": 6.45, "total_energy_ev": -201864.731, "elements": ["Se", "Ti", "S", "S", "P", "P", "F", "O", "O", "O", "O", "O", "O", "O", "O", "O", "O", "O", "N", "N", "N", "N", "N", "N", "C", "C", "C", "C", "C", "C", "C", "C", "C", "C", "C", "C", "C", "C", "C", "C", "C", "C", "C", "C", "C", "C", "C", "C", "C", "C", "C", "C", "C", "C", "C", "C", "C", "C", "C", "C", "C", "H", "H", "H", "H", "H", "H", "H", "H", "H", "H", "H", "H", "H", "H", "H", "H", "H", "H", "H", "H", "H", "H", "H", "H", "H", "H", "H", "H", "H", "H", "H", "H", "H", "H", "H", "H", "H"], "coordinates": [[14.540, 8.170, 15.273], [15.292, 12.933, 15.279], [6.797, 7.515, 14.133], [6.019, 11.423, 13.774], [11.868, 15.044, 14.809], [13.053, 13.089, 12.808], [9.480, 11.858, 17.691], [14.120, 13.029, 16.865], [14.068, 12.586, 13.858], [13.591, 14.669, 12.362], [11.201, 14.842, 16.110], [16.748, 12.597, 16.464], [13.502, 15.107, 15.027], [12.895, 12.138, 11.699], [11.553, 16.257, 13.945], [7.649, 6.848, 15.165], [17.782, 11.456, 18.157], [5.717, 6.676, 13.799], [15.438, 10.913, 14.971], [6.443, 8.967, 14.665], [9.457, 9.579, 19.345], [14.239, 9.701, 19.296], [10.464, 14.024, 12.781], [7.569, 8.456, 17.477], [14.000, 8.720, 21.685], [15.081, 9.823, 15.019], [8.037, 10.067, 19.220], [7.417, 9.813, 17.922], [7.495, 10.036, 11.361], [11.523, 13.565, 13.684], [8.404, 9.415, 10.482], [11.059, 12.312, 14.438], [15.407, 11.332, 17.939], [17.120, 14.182, 13.204], [7.585, 8.007, 12.666], [15.497, 8.526, 21.311], [16.594, 15.537, 15.156], [11.764, 11.850, 17.721], [13.042, 10.188, 18.821], [18.122, 15.138, 12.853], [13.012, 11.336, 18.102], [18.917, 14.918, 11.666], [16.288, 14.448, 14.339], [7.205, 9.346, 12.475], [9.357, 8.132, 19.147], [16.815, 11.789, 17.524], [18.819, 13.723, 10.992], [17.896, 12.753, 11.379], [11.841, 9.541, 19.177], [6.506, 9.849, 13.688], [10.641, 10.132, 18.875], [18.286, 16.236, 13.705], [8.404, 7.372, 11.758], [8.789, 8.079, 10.639], [14.197, 11.962, 17.597], [10.618, 11.322, 18.157], [17.024, 13.004, 12.400], [15.352, 10.297, 18.783], [14.425, 8.573, 20.258], [17.606, 16.463, 14.897], [8.922, 7.846, 17.740], [8.635, 7.750, 19.912], [13.928, 15.306, 14.197], [9.575, 14.057, 13.162], [6.310, 10.087, 17.993], [7.181, 11.049, 11.102], [8.947, 6.764, 17.554], [11.922, 8.660, 19.707], [17.847, 17.321, 15.591], [19.630, 15.720, 11.349], [8.628, 6.330, 11.954], [16.067, 15.692, 16.098], [16.328, 9.949, 19.117], [11.053, 15.906, 13.222], [17.825, 11.955, 10.658], [16.302, 12.267, 12.707], [8.731, 9.865, 9.491], [7.568, 9.548, 20.059], [19.115, 16.881, 13.471], [13.297, 7.961, 22.037], [7.374, 8.374, 16.488], [16.168, 9.405, 21.424], [10.336, 13.500, 11.908], [14.007, 14.783, 11.482], [9.589, 8.339, 17.037], [13.729, 9.726, 22.056], [10.254, 7.635, 19.267], [14.187, 7.679, 19.702], [6.872, 7.880, 17.857], [11.941, 11.840, 14.876], [7.800, 10.535, 17.151], [10.506, 12.634, 15.317], [11.760, 12.769, 17.123], [9.422, 7.681, 9.930], [19.490, 13.517, 10.195], [15.935, 7.529, 21.430], [8.046, 11.088, 19.516], [10.517, 11.499, 13.906]], "mulliken_charge": [-0.24, -0.19, 1.26, -0.40, 0.85, 0.94, -0.40, -0.85, -0.01, -0.68, -0.74, -0.16, -0.29, -0.79, -0.59, -0.77, -0.66, -0.67, -0.35, -0.64, 0.07, 0.47, -0.81, 0.50, -0.51, 0.03, -1.44, -0.02, -0.84, 1.53, -0.30, -1.69, 0.38, 1.01, 0.12, -0.87, 0.44, 0.00, -0.06, 0.62, -0.14, -0.92, 0.18, 0.34, -1.30, 0.07, -0.35, -1.28, -1.39, 0.20, 0.39, -0.38, -0.53, -0.62, 1.66, -0.34, -0.53, -0.81, -0.40, -1.24, -0.35, 0.41, 0.28, 0.15, 0.42, 0.45, 0.63, 0.87, 0.34, 0.32, 0.44, 0.45, 0.66, 0.37, 0.37, 0.49, 0.30, 0.47, 0.35, 0.27, -0.27, 0.32, 0.26, 0.32, 0.33, 0.21, 0.37, 0.61, 0.44, 0.02, 0.24, 0.51, 1.01, 0.51, 0.44, 0.24, 0.48, 0.37]}

***

# 5
{"formula": "C5H4EuO4", "method": "the ωB97M-V functional and the def2-TZVPD basis", "multiplicity": 8, "total_charge": 2, "e_homo_ev": [-13.639, -13.639], "orbital_gap_ev": [3.52, 3.77], "total_energy_ev": -32745.696, "elements": ["Eu", "O", "O", "O", "O", "C", "C", "C", "C", "C", "H", "H", "H", "H"], "coordinates": [[-0.078, -4.517, -2.092], [-1.563, -2.600, 1.095], [-0.322, -2.265, -0.700], [0.499, 3.561, -0.422], [-0.630, -0.579, 0.657], [0.355, -0.226, 1.486], [0.226, 2.815, -1.446], [-0.839, -1.861, 0.332], [1.271, 0.177, 2.156], [-0.121, 1.997, -2.270], [-1.956, -2.139, 1.860], [1.452, 3.744, -0.333], [-0.369, 1.362, -3.102], [2.075, 0.530, 2.778]], "mulliken_charge": [1.90, -0.40, -0.58, -0.49, -0.32, -0.06, 0.30, 0.76, -0.15, -0.55, 0.40, 0.37, 0.38, 0.43]}

***

# 6
{"formula": "C5H9CaO3", "method": "the ωB97M-V functional and the def2-TZVPD basis", "total_charge": 3, "e_homo_ev": -23.702, "orbital_gap_ev": 11.25, "total_energy_ev": -29881.197, "elements": ["Ca", "O", "O", "O", "C", "C", "C", "C", "C", "H", "H", "H", "H", "H", "H", "H", "H", "H"], "coordinates": [[3.067, -0.622, -2.521], [0.717, 0.905, 0.362], [-0.634, -0.804, -0.292], [1.412, -0.460, -1.324], [0.831, -0.467, -0.212], [-2.506, -1.613, -1.465], [1.014, 1.082, 1.577], [0.865, 2.391, 2.183], [-1.109, -1.235, -1.368], [1.519, 0.282, 2.134], [-2.938, -1.034, -2.299], [-2.534, -2.663, -1.804], [1.871, 2.696, 2.520], [-3.057, -1.468, -0.532], [0.429, 3.129, 1.507], [-0.432, -1.308, -2.232], [0.281, 2.265, 3.109], [1.204, -1.074, 0.657]], "mulliken_charge": [1.77, -0.22, -0.17, -0.83, 0.31, -1.00, 0.51, -1.04, 0.31, 0.37, 0.37, 0.37, 0.37, 0.31, 0.30, 0.36, 0.38, 0.53]}